(1)
This record from the OMol25 dataset describes a structure of composition C19H37F2N4O11Zr. The level of theory is ωB97M-V/def2-TZVPD.

The molar mass is 626.742 g mol⁻¹. For the calculated total energy, the calculation gives -2038.67053 Ha. As for the max |F|: 10.5 eV Å⁻¹. The calculation puts the orbital gap at 4.81 eV. As for the multiplicity: 1. The net charge is +3. The value obtained for the highest occupied orbital energy is -16.24 eV.

Geometry as XYZ:
```
74
C19H37F2N4O11Zr ωB97M-V/def2-TZVPD
Zr 1.915 -1.807 -0.140
C -1.058 -0.112 1.064
O 0.107 -0.963 0.765
H -2.005 -0.565 0.771
H -0.963 0.276 2.078
H -1.062 0.824 0.507
C -1.516 -1.655 -3.172
C -0.958 -2.658 -2.202
O 0.116 -2.452 -1.594
N -1.565 -3.821 -2.205
C -1.239 -5.077 -1.425
H -1.414 -0.725 -2.614
H -2.492 -1.911 -3.584
H -0.756 -1.669 -3.953
H -2.214 -3.835 -2.979
H -1.214 -5.852 -2.191
H -1.879 -5.263 -0.563
H -0.238 -5.176 -1.005
C 2.041 2.135 1.662
C 2.785 1.470 0.593
O 2.498 0.309 0.264
N 3.709 2.126 -0.026
C 4.610 1.575 -1.034
H 1.221 1.605 2.145
H 1.611 3.055 1.265
H 2.759 2.477 2.408
H 3.734 3.116 0.173
H 4.447 0.502 -1.135
H 5.673 1.737 -0.856
H 4.371 2.073 -1.973
C 3.305 -0.310 -4.288
C 2.178 -0.105 -3.196
O 2.163 -0.754 -2.122
N 1.285 0.860 -3.360
C 0.344 1.316 -2.346
H 3.144 -1.148 -4.966
H 4.129 -0.646 -3.659
H 3.541 0.698 -4.629
H 1.278 1.150 -4.327
H 0.349 0.683 -1.458
H -0.565 1.178 -2.931
H 0.417 2.372 -2.085
C 1.050 -1.636 4.157
C 2.312 -1.280 3.386
O 2.381 -1.589 2.199
N 3.206 -0.570 4.030
C 4.462 -0.098 3.609
H 1.021 -0.958 5.011
H 1.098 -2.671 4.496
H 0.113 -1.357 3.676
H 2.875 -0.235 4.923
H 5.192 -0.908 3.613
H 4.933 0.410 4.451
H 4.296 0.393 2.651
C -2.374 5.319 1.345
C -2.017 3.919 1.092
O -1.805 4.017 -0.306
C -1.456 5.235 -0.710
O -0.931 5.539 -1.805
O -1.582 6.036 0.407
F -2.987 3.155 1.390
H -2.329 5.578 2.403
H -3.420 5.627 1.333
H -1.165 3.563 1.672
C -5.696 -1.453 1.114
C -4.598 -2.129 0.404
O -5.221 -3.283 -0.194
C -6.520 -3.300 0.001
O -7.294 -3.996 -0.589
O -6.822 -2.298 0.779
F -3.620 -2.557 1.197
H -5.785 -0.403 0.836
H -5.607 -1.600 2.191
H -4.302 -1.503 -0.438
```

=====

(2)
This record from the OMol25 dataset describes a cluster of 4 separate species, C19H37F7N4O6S in total. The level of theory is ωB97M-V/def2-TZVPD.

The molar mass is 582.580 g mol⁻¹. The SMILES is CC(C)CCOC[C@H](N)S(=O)(=O)C(F)(F)C(F)(F)C(F)(F)F.CN(C)C=O.CN(C)C=O.CN(C)C=O. For the calculated total energy, the calculation gives -2513.81580 Ha. As for the max |F|: 1.5 eV Å⁻¹. The calculation puts the orbital gap at 9.44 eV. As for the multiplicity: 1. The net charge is 0. The value obtained for the highest occupied orbital energy is -8.95 eV.

Geometry as XYZ:
```
74
C19H37F7N4O6S ωB97M-V/def2-TZVPD
C 1.652 -1.146 0.799
C 1.802 -1.320 -0.739
C 2.336 -0.028 -1.372
C 0.481 -1.722 -1.417
C 0.279 -3.247 -1.469
O -1.086 -3.644 -1.369
C -1.408 -4.432 -0.250
C -1.351 -3.675 1.109
N -0.372 -4.187 2.050
S -2.947 -3.803 2.008
O -2.665 -3.984 3.408
O -3.771 -4.801 1.375
C -3.871 -2.150 2.000
F -3.438 -1.496 3.090
F -5.169 -2.463 2.159
C -3.761 -1.135 0.826
F -4.596 -0.123 1.168
F -2.509 -0.633 0.780
C -4.197 -1.631 -0.605
F -5.123 -0.811 -1.102
F -4.709 -2.860 -0.549
F -3.158 -1.619 -1.423
H 2.130 -0.211 1.094
H 0.595 -1.091 1.075
H 2.122 -1.960 1.357
H 2.549 -2.103 -0.918
H 2.734 -0.192 -2.376
H 3.143 0.405 -0.775
H 1.534 0.717 -1.399
H 0.484 -1.353 -2.448
H -0.375 -1.266 -0.912
H 0.886 -3.726 -0.690
H 0.663 -3.615 -2.426
H -0.703 -5.271 -0.188
H -2.395 -4.853 -0.441
H -1.058 -2.643 0.913
H 0.564 -4.007 1.710
H -0.515 -5.173 2.229
C 2.398 -5.441 5.737
N 2.942 -4.702 4.616
C 4.271 -5.028 4.122
C 2.255 -3.717 4.013
O 2.672 -3.071 3.064
H 3.033 -5.323 6.617
H 2.328 -6.504 5.497
H 1.403 -5.069 5.971
H 4.924 -4.158 4.190
H 4.224 -5.332 3.076
H 4.684 -5.839 4.717
H 1.262 -3.540 4.450
C 1.606 5.267 -2.476
N 2.749 4.386 -2.302
C 3.601 4.091 -3.440
C 3.052 3.824 -1.118
O 3.994 3.079 -0.921
H 0.922 4.847 -3.216
H 1.924 6.250 -2.814
H 1.080 5.380 -1.532
H 3.614 3.019 -3.638
H 4.626 4.407 -3.240
H 3.224 4.617 -4.313
H 2.349 4.104 -0.315
C -4.033 7.034 -2.427
N -2.710 7.550 -2.714
C -2.573 8.863 -3.322
C -1.593 6.854 -2.437
O -0.463 7.246 -2.660
H -4.620 6.953 -3.344
H -4.559 7.693 -1.733
H -3.952 6.047 -1.977
H -2.054 8.786 -4.278
H -1.993 9.521 -2.676
H -3.561 9.289 -3.480
H -1.798 5.871 -1.978
```

=====

Question: The highest orbital gap belongs to which entry?
Answer: C19H37F7N4O6S